No. 1
Entry from the OMol25 dataset: C68H57AuFGeN5P3S as an isolated structure (the ωB97M-V functional and the def2-TZVPD basis).

Each line ends with the Löwdin spin population.
Atoms and positions in Å:
Au (0.09, 0.27, -0.36)  0.36
F (1.81, 2.13, -1.48)  0.06
Ge (2.40, 2.94, 0.06)  0.01
C (2.63, 2.11, 1.84)  0.01
C (3.79, 2.63, 2.43)  0.00
C (4.13, 2.36, 3.75)  0.00
C (3.31, 1.55, 4.52)  0.00
C (2.16, 1.03, 3.97)  0.00
C (1.82, 1.29, 2.64)  0.01
P (0.23, 0.67, 2.08)  0.07
C (-0.94, 1.74, 2.97)  0.00
C (-1.79, 1.25, 3.96)  0.00
C (-2.60, 2.11, 4.68)  0.00
C (-2.57, 3.47, 4.42)  0.00
C (-1.72, 3.97, 3.45)  0.00
C (-0.90, 3.11, 2.73)  0.00
C (-0.14, -0.96, 2.73)  0.01
C (0.62, -1.86, 3.37)  0.03
C (0.08, -3.17, 3.73)  0.00
C (-1.19, -3.53, 3.53)  0.02
C (-2.20, -2.63, 2.87)  0.00
C (-1.50, -1.40, 2.25)  0.00
C (1.00, 4.27, -0.01)  0.00
C (1.20, 5.52, 0.56)  0.00
C (0.21, 6.50, 0.52)  0.01
C (-1.01, 6.22, -0.07)  0.00
C (-1.25, 4.96, -0.61)  0.01
C (-0.26, 3.98, -0.59)  0.03
P (-0.75, 2.41, -1.38)  0.24
C (-0.43, 2.52, -3.14)  0.03
C (0.32, 3.59, -3.64)  0.02
C (0.56, 3.68, -5.00)  0.00
C (0.08, 2.70, -5.86)  0.03
C (-0.66, 1.63, -5.36)  0.00
C (-0.91, 1.54, -4.01)  0.02
C (-2.53, 2.24, -1.15)  0.04
C (-3.02, 2.04, 0.15)  0.02
C (-4.37, 1.93, 0.38)  0.00
C (-5.27, 2.02, -0.68)  0.02
C (-4.80, 2.21, -1.97)  0.00
C (-3.44, 2.33, -2.21)  0.02
C (4.21, 2.74, -0.60)  0.00
C (5.24, 3.66, -0.74)  0.00
C (6.51, 3.23, -1.11)  0.00
C (6.75, 1.88, -1.33)  0.00
C (5.72, 0.96, -1.21)  0.01
C (4.45, 1.38, -0.84)  0.05
P (3.16, 0.05, -0.80)  0.39
C (3.56, -1.14, 0.47)  0.06
C (2.84, -2.34, 0.50)  0.04
C (3.12, -3.28, 1.47)  0.00
C (4.09, -3.02, 2.43)  0.04
C (4.77, -1.81, 2.43)  0.00
C (4.50, -0.86, 1.46)  0.04
C (3.40, -0.69, -2.42)  0.05
C (3.01, 0.04, -3.54)  0.02
C (3.30, -0.44, -4.80)  0.00
C (3.97, -1.65, -4.95)  0.03
C (4.36, -2.38, -3.83)  0.00
C (4.08, -1.90, -2.56)  0.03
H (4.46, 3.26, 1.86)  0.00
H (5.03, 2.78, 4.16)  0.00
H (3.56, 1.34, 5.55)  0.00
H (1.50, 0.43, 4.58)  0.00
H (-1.80, 0.19, 4.21)  0.00
H (-3.25, 1.72, 5.45)  0.00
H (-3.21, 4.14, 4.98)  0.00
H (-1.68, 5.04, 3.25)  0.00
H (-0.23, 3.52, 1.99)  0.00
H (1.65, -1.64, 3.63)  0.00
H (0.74, -3.85, 4.25)  0.00
H (-1.54, -4.48, 3.89)  0.00
H (-3.06, -2.45, 3.52)  0.00
H (-2.19, -0.56, 2.16)  0.00
H (2.14, 5.76, 1.03)  0.00
H (0.39, 7.47, 0.95)  0.00
H (-1.79, 6.97, -0.10)  0.00
H (-2.21, 4.75, -1.04)  0.00
H (0.71, 4.35, -2.98)  0.00
H (1.13, 4.51, -5.39)  0.00
H (0.26, 2.78, -6.92)  0.00
H (-1.04, 0.88, -6.03)  0.00
H (-1.48, 0.71, -3.63)  0.00
H (-2.33, 1.99, 0.98)  0.00
H (-4.74, 1.80, 1.39)  0.00
H (-6.33, 1.95, -0.50)  0.00
H (-5.49, 2.30, -2.79)  0.00
H (-3.09, 2.51, -3.21)  0.00
H (5.06, 4.71, -0.57)  0.00
H (7.31, 3.95, -1.22)  0.00
H (7.74, 1.55, -1.61)  0.00
H (5.92, -0.09, -1.42)  0.00
H (2.10, -2.54, -0.26)  0.00
H (2.59, -4.22, 1.48)  0.00
H (4.31, -3.76, 3.19)  0.00
H (5.52, -1.61, 3.19)  0.00
H (5.04, 0.08, 1.46)  0.00
H (2.49, 0.98, -3.43)  0.00
H (3.00, 0.12, -5.67)  0.00
H (4.20, -2.02, -5.94)  0.00
H (4.91, -3.30, -3.95)  0.00
H (4.41, -2.46, -1.69)  0.00
S (0.01, -1.13, -2.49)  0.07
C (-0.01, -2.84, -2.19)  0.02
N (1.11, -3.55, -2.30)  0.01
C (1.15, -5.01, -2.22)  0.00
C (-0.19, -5.58, -2.65)  0.00
C (-1.30, -4.91, -1.85)  0.00
N (-1.15, -3.46, -1.93)  0.01
H (1.93, -3.03, -2.58)  0.00
H (1.40, -5.31, -1.20)  0.00
H (1.95, -5.35, -2.88)  0.00
H (-0.21, -6.66, -2.47)  0.00
H (-0.35, -5.41, -3.71)  0.00
H (-1.26, -5.22, -0.80)  0.00
H (-2.28, -5.17, -2.24)  0.00
H (-1.97, -2.87, -1.95)  0.00
N (-10.07, -4.63, 1.57)  0.00
C (-9.00, -4.24, 1.45)  0.00
C (-7.66, -3.77, 1.30)  0.00
C (-6.59, -4.48, 1.85)  0.00
C (-5.30, -4.02, 1.69)  0.00
C (-5.05, -2.86, 0.97)  0.00
C (-6.12, -2.12, 0.45)  0.00
C (-7.41, -2.58, 0.61)  0.00
N (-3.72, -2.41, 0.81)  0.00
C (-2.56, -3.07, 1.41)  0.00
C (-1.47, -2.12, 0.90)  0.01
N (-2.02, -1.27, -0.13)  0.02
C (-3.29, -1.47, -0.08)  0.00
H (-6.79, -5.38, 2.41)  0.00
H (-4.49, -4.59, 2.13)  0.00
H (-5.96, -1.19, -0.07)  0.00
H (-8.24, -2.02, 0.20)  0.00
H (-2.52, -4.14, 1.18)  0.00
H (-0.50, -2.55, 0.63)  0.00
H (-3.99, -0.92, -0.68)  0.00

Properties
HOMO-LUMO gap (alpha / beta) (eV): 7.45 / 4.22
Max |F| (Eh/bohr): 0.021
Energy above the lowest of the compared OMol25 structures with the same formula, charge and spin (kcal per mole): 39.88
2S+1: 3
Total charge: +3
E_HOMO (alpha / beta) (Ha): -0.5198 / -0.5199



No. 2
Entry from the OMol25 dataset: C68H76AgGe2N2O4S5 as an isolated structure (the ωB97M-V functional and the def2-TZVPD basis).

Each line ends with the Mulliken charge.
Atoms and positions in Å:
Ag (0.14, 1.91, -0.06)  1.47
C (0.15, 3.87, 4.68)  -1.01
N (-0.42, 4.22, 3.39)  0.28
C (-1.86, 4.40, 3.34)  -1.02
C (0.24, 4.00, 2.24)  -0.03
O (-0.25, 4.19, 1.13)  -0.76
C (1.68, 3.51, 2.38)  -0.42
O (2.12, 3.15, 1.09)  0.25
C (3.47, 2.79, 1.03)  -1.30
C (3.68, 2.12, -0.33)  0.28
O (2.74, 1.62, -0.91)  0.00
N (4.93, 2.16, -0.87)  0.80
C (5.13, 1.56, -2.18)  -1.18
C (6.13, 2.57, -0.19)  -1.20
H (-0.52, 4.24, 5.45)  0.40
H (1.12, 4.33, 4.82)  0.30
H (0.24, 2.78, 4.79)  0.31
H (-2.15, 5.34, 3.83)  0.34
H (-2.36, 3.56, 3.83)  0.33
H (-2.18, 4.43, 2.30)  0.28
H (1.70, 2.64, 3.04)  0.00
H (2.31, 4.31, 2.80)  0.42
H (3.73, 2.07, 1.82)  0.30
H (4.09, 3.68, 1.14)  0.58
H (4.18, 1.48, -2.69)  0.07
H (5.58, 0.56, -2.08)  0.36
H (5.81, 2.19, -2.76)  0.45
H (5.92, 3.06, 0.76)  0.38
H (6.69, 3.27, -0.81)  0.32
H (6.78, 1.71, 0.02)  0.33
C (-7.37, -3.14, 2.30)  -1.53
C (-5.91, -2.96, 2.60)  0.76
C (-5.45, -1.82, 3.24)  -1.28
C (-4.11, -1.67, 3.59)  1.05
C (-3.64, -0.43, 4.32)  -1.48
C (-3.21, -2.69, 3.28)  0.78
C (-3.65, -3.82, 2.57)  1.24
C (-2.66, -4.87, 2.16)  -1.57
C (-4.99, -3.94, 2.25)  -0.86
C (-1.84, -2.71, 3.87)  -0.34
C (-1.79, -3.33, 5.12)  0.06
C (-0.60, -3.47, 5.80)  -1.21
C (0.57, -3.00, 5.22)  0.20
C (0.54, -2.37, 3.98)  -0.97
C (-0.67, -2.19, 3.28)  -0.65
Ge (-0.73, -0.98, 1.67)  0.42
S (-0.59, 1.03, 2.43)  -0.91
S (0.73, -1.44, 0.00)  0.20
Ge (-1.03, -0.95, -1.36)  0.43
S (-0.98, 1.07, -2.12)  -1.23
S (-2.52, -1.31, 0.33)  0.22
C (-1.26, -2.14, -2.95)  -0.55
C (-0.16, -2.68, -3.63)  -1.10
C (-0.33, -3.32, -4.86)  0.34
C (-1.58, -3.45, -5.43)  -1.06
C (-2.67, -2.93, -4.77)  0.15
C (-2.53, -2.28, -3.55)  -0.24
C (-3.79, -1.78, -2.92)  0.58
C (-4.30, -0.53, -3.26)  1.11
C (-3.63, 0.36, -4.28)  -1.58
C (-5.46, -0.08, -2.63)  -1.09
C (-6.13, -0.86, -1.71)  0.86
C (-7.34, -0.33, -0.98)  -1.45
C (-5.66, -2.14, -1.45)  -0.70
C (-4.49, -2.61, -2.04)  1.10
C (-3.98, -3.99, -1.71)  -1.37
C (1.26, -2.63, -3.16)  0.79
C (2.10, -1.60, -3.58)  0.80
C (1.56, -0.43, -4.36)  -1.61
C (3.46, -1.67, -3.29)  -0.55
C (4.00, -2.73, -2.58)  0.59
C (5.48, -2.80, -2.31)  -1.65
C (3.14, -3.74, -2.14)  -0.73
C (1.78, -3.70, -2.42)  0.90
C (0.87, -4.78, -1.90)  -1.51
C (1.87, -1.99, 3.43)  0.72
C (2.50, -2.87, 2.54)  0.99
C (1.86, -4.18, 2.17)  -1.49
C (3.74, -2.53, 2.01)  -0.43
C (4.38, -1.36, 2.36)  0.83
C (5.70, -0.99, 1.74)  -1.53
C (3.78, -0.54, 3.31)  -0.74
C (2.54, -0.84, 3.86)  0.64
C (1.95, 0.06, 4.92)  -1.78
H (-7.97, -2.33, 2.71)  0.37
H (-7.74, -4.08, 2.73)  0.37
H (-7.56, -3.18, 1.23)  0.28
H (-6.15, -1.03, 3.50)  0.26
H (-4.46, 0.27, 4.44)  0.42
H (-2.84, 0.07, 3.77)  0.04
H (-3.24, -0.69, 5.30)  0.32
H (-2.09, -5.25, 3.01)  0.39
H (-1.94, -4.45, 1.45)  -0.01
H (-3.16, -5.71, 1.67)  0.45
H (-5.33, -4.83, 1.73)  0.29
H (-2.71, -3.71, 5.54)  0.47
H (-0.58, -3.95, 6.78)  0.38
H (1.52, -3.14, 5.72)  0.53
H (0.55, -3.72, -5.36)  0.49
H (-1.69, -3.94, -6.39)  0.37
H (-3.67, -3.02, -5.20)  0.47
H (-3.06, -0.22, -5.00)  0.27
H (-2.93, 1.03, -3.78)  0.03
H (-4.37, 0.96, -4.81)  0.54
H (-5.83, 0.91, -2.86)  0.33
H (-7.62, 0.65, -1.35)  0.36
H (-7.12, -0.24, 0.09)  0.22
H (-8.20, -1.00, -1.08)  0.36
H (-6.18, -2.78, -0.74)  0.10
H (-4.70, -4.53, -1.10)  0.48
H (-3.05, -3.91, -1.14)  0.01
H (-3.76, -4.57, -2.61)  0.36
H (0.89, -0.75, -5.15)  0.44
H (2.37, 0.16, -4.79)  0.48
H (0.98, 0.23, -3.70)  -0.13
H (4.11, -0.88, -3.65)  0.35
H (6.03, -2.19, -3.01)  0.39
H (5.84, -3.83, -2.39)  0.46
H (5.71, -2.45, -1.30)  0.13
H (3.54, -4.57, -1.57)  0.36
H (1.44, -5.64, -1.56)  0.49
H (0.16, -5.11, -2.67)  0.39
H (0.28, -4.40, -1.06)  -0.03
H (1.28, -4.60, 2.99)  0.30
H (2.62, -4.91, 1.87)  0.59
H (1.18, -4.04, 1.32)  -0.03
H (4.21, -3.21, 1.31)  0.28
H (6.31, -1.87, 1.55)  0.47
H (6.26, -0.31, 2.39)  0.42
H (5.54, -0.48, 0.78)  -0.01
H (4.30, 0.36, 3.64)  0.38
H (2.71, 0.75, 5.29)  0.50
H (1.56, -0.52, 5.76)  0.48
H (1.12, 0.61, 4.49)  -0.12
O (2.20, 3.25, -3.77)  -0.82
S (1.43, 3.66, -2.56)  1.36
C (0.12, 4.76, -3.14)  0.09
C (-0.91, 5.08, -2.27)  -0.09
C (-1.93, 5.91, -2.72)  -0.91
C (-1.92, 6.38, -4.03)  -0.47
C (-0.89, 6.02, -4.89)  -0.64
C (0.13, 5.19, -4.45)  -0.57
C (2.45, 4.95, -1.79)  0.20
C (3.70, 5.17, -2.35)  -0.41
C (4.57, 6.09, -1.76)  -0.77
C (4.17, 6.77, -0.62)  -0.59
C (2.91, 6.55, -0.07)  -0.64
C (2.05, 5.63, -0.65)  -0.13
H (-0.94, 4.66, -1.27)  0.43
H (-2.74, 6.17, -2.06)  0.44
H (-2.72, 7.02, -4.38)  0.38
H (-0.90, 6.37, -5.92)  0.40
H (0.94, 4.87, -5.10)  0.46
H (3.98, 4.61, -3.23)  0.53
H (5.54, 6.27, -2.19)  0.43
H (4.84, 7.49, -0.15)  0.39
H (2.61, 7.09, 0.82)  0.45
H (1.08, 5.43, -0.21)  0.07

Properties
HOMO-LUMO gap (eV): 6.63
Max |F| (Eh/bohr): 0.011
Energy above the lowest of the compared OMol25 structures with the same formula, charge and spin (kcal per mole): 1.37
Total charge: -1
E_HOMO (Ha): -0.1675